# 1
A structure of composition C44H59ClIN2O3PRuSSe at a distorted geometry, computed with the ωB97M-V functional and the def2-TZVPD basis.

## Properties
E_tot	-6041.12776	hartree
Kohn-Sham gap (alpha / beta)	5.76 / 6.35	eV
⟨S²⟩	0.767
total charge	-1
multiplicity	2

Cartesian coordinates (Å):
Ru  -2.0055  0.2633  0.2825
C  3.9497  -1.3371  -4.6069
C  2.5932  -1.9526  -4.9825
C  2.8471  -3.3875  -5.4582
C  1.9701  -1.1718  -6.1482
C  1.6552  -1.8742  -3.7828
C  1.3115  -0.6414  -3.2410
C  0.4706  -0.5700  -2.1498
Se  0.0321  1.1669  -1.3991
C  1.4443  1.1842  -0.0736
C  2.6893  1.6030  -0.4926
C  3.7637  1.6246  0.3844
C  3.5257  1.1634  1.6794
C  2.3014  0.7245  2.1308
C  1.1568  0.7549  1.2538
O  -0.0129  0.4418  1.6296
C  2.1115  0.2599  3.5676
C  1.2530  1.3115  4.2793
C  3.4280  0.1151  4.3368
C  1.4213  -1.1105  3.5806
C  5.1116  2.1607  -0.0723
C  4.9360  3.6319  -0.4765
C  5.6056  1.3439  -1.2746
C  6.1792  2.0937  1.0241
C  -0.0793  -1.7080  -1.4970
O  -0.7944  -1.5998  -0.4502
C  0.2438  -2.9710  -2.0975
C  1.0890  -3.0024  -3.1870
C  -0.3658  -4.2383  -1.5093
C  0.0238  -5.5029  -2.2826
C  0.1024  -4.3935  -0.0557
C  -1.8952  -4.1213  -1.5485
H  4.6437  -1.3971  -5.4448
H  3.8434  -0.2934  -4.3265
H  4.3828  -1.8733  -3.7652
H  3.5031  -3.3716  -6.3276
H  3.3324  -3.9752  -4.6829
H  1.9212  -3.8768  -5.7498
H  2.6211  -1.1878  -7.0212
H  1.0164  -1.6185  -6.4213
H  1.7957  -0.1372  -5.8687
H  1.6837  0.2854  -3.6573
H  2.7904  1.9212  -1.5213
H  4.3534  1.1491  2.3658
H  1.7621  2.2732  4.2795
H  0.3147  1.4285  3.7506
H  1.0573  1.0192  5.3105
H  3.9223  1.0752  4.4663
H  3.2101  -0.2817  5.3266
H  4.1013  -0.5739  3.8320
H  0.4748  -1.0668  3.0488
H  2.0601  -1.8463  3.0937
H  1.2439  -1.4350  4.6057
H  4.1970  3.7288  -1.2664
H  4.5998  4.2120  0.3806
H  5.8769  4.0512  -0.8306
H  4.9092  1.4160  -2.1049
H  6.5779  1.7029  -1.6116
H  5.7013  0.2964  -0.9957
H  5.8804  2.6773  1.8918
H  6.3588  1.0647  1.3273
H  7.1170  2.5042  0.6518
H  1.3285  -3.9643  -3.6040
H  1.0972  -5.6789  -2.2423
H  -0.4739  -6.3614  -1.8363
H  -0.2930  -5.4380  -3.3217
H  1.1797  -4.5531  -0.0194
H  -0.1381  -3.4960  0.5076
H  -0.3908  -5.2441  0.4135
H  -2.2358  -3.9891  -2.5737
H  -2.3620  -5.0204  -1.1468
H  -2.2224  -3.2689  -0.9604
Cl  -4.6339  6.8711  -1.6882
C  -3.9245  5.5389  -0.8199
C  -3.4647  5.7544  0.4620
C  -2.9068  4.7077  1.1678
I  -2.2362  4.9439  3.1521
C  -2.7530  3.4073  0.6586
O  -2.2398  2.4754  1.3355
C  -3.2386  3.2135  -0.6897
N  -3.0801  1.9835  -1.2047
C  -3.5074  1.7278  -2.4183
C  -4.1626  2.6873  -3.2030
C  -4.3140  3.9589  -2.7178
C  -3.8365  4.2746  -1.4279
H  -3.5488  6.7375  0.9027
H  -3.3320  0.7270  -2.7941
H  -4.5349  2.4143  -4.1783
H  -4.7986  4.7295  -3.3015
C  -2.6920  -2.5066  3.6503
C  -3.8349  -1.5626  3.3066
P  -3.2154  0.0434  2.5987
C  -4.7979  1.0079  2.6116
C  -5.7553  0.5503  1.5206
C  -2.3044  0.8019  4.0100
C  -3.0692  1.1454  5.2818
H  -3.0708  -3.4927  3.9218
H  -2.1059  -2.1242  4.4832
H  -2.0355  -2.6079  2.7870
H  -4.4652  -1.3680  4.1802
H  -4.4620  -2.0277  2.5399
H  -4.5354  2.0567  2.4539
H  -5.2618  0.9128  3.5982
H  -5.2655  0.6111  0.5487
H  -6.6479  1.1747  1.5028
H  -6.0630  -0.4813  1.6752
H  -1.8707  1.7076  3.5847
H  -1.4773  0.1250  4.2352
H  -3.7948  1.9350  5.1085
H  -2.3592  1.5109  6.0212
H  -3.5841  0.2825  5.6984
S  -5.5256  -2.3934  -2.0598
C  -4.4355  -1.5897  -1.2183
N  -3.6626  -0.9768  -0.5862

# 2
A structure of composition C44H59N4O4PSTi, computed with the ωB97M-V functional and the def2-TZVPD basis.

## Properties
E_tot	-3820.32287	hartree
Kohn-Sham gap (alpha / beta)	8.68 / 9.00	eV
⟨S²⟩	0.754
total charge	+3
multiplicity	2

Cartesian coordinates (Å):
Ti  0.4884  0.7413  0.4336
C  -1.7305  -1.0051  3.0863
O  -0.9368  0.1056  2.6662
C  -1.0778  1.2017  3.5548
C  -0.4979  2.4166  2.8744
O  0.7993  2.1196  2.3072
C  1.7836  1.8435  3.3282
C  3.1519  2.3026  2.9062
O  3.5695  1.5917  1.7493
C  4.9626  1.7865  1.4871
H  -2.7847  -0.7256  3.1306
H  -1.4161  -1.3557  4.0744
H  -1.5978  -1.8041  2.3628
H  -0.5727  0.9797  4.5024
H  -2.1331  1.3888  3.7769
H  -0.4012  3.2489  3.5741
H  -1.1157  2.7129  2.0304
H  1.7833  0.7742  3.5534
H  1.5087  2.3875  4.2341
H  3.8432  2.1114  3.7337
H  3.1528  3.3811  2.7104
H  5.1967  2.8505  1.4005
H  5.1906  1.2831  0.5505
H  5.5641  1.3540  2.2892
N  -0.8991  2.9066  -3.9495
C  0.0898  2.2541  -2.9915
C  0.5948  0.9620  -3.6077
C  1.6426  0.2890  -2.7224
N  1.0309  -0.3113  -1.5109
C  2.7609  1.2530  -2.3368
C  2.2682  2.5807  -1.7664
N  1.7500  2.3950  -0.3869
C  1.2192  3.2213  -2.6800
H  -1.8564  2.6094  -3.7315
H  -0.6935  2.6768  -4.9247
H  -0.8912  3.9253  -3.8609
H  -0.4812  2.0382  -2.0882
H  1.0668  1.1735  -4.5740
H  -0.2352  0.2717  -3.7904
H  2.0849  -0.5154  -3.3144
H  1.6921  -1.0107  -1.1683
H  0.2067  -0.8458  -1.7869
H  3.3593  1.4630  -3.2264
H  3.4359  0.7629  -1.6278
H  3.1148  3.2701  -1.7262
H  1.3263  3.2596  -0.0552
H  2.5483  2.2453  0.2443
H  1.7229  3.5219  -3.6047
H  0.8283  4.1322  -2.2144
N  -1.1783  1.2566  -0.1153
P  -2.6313  0.8530  -0.5999
C  -3.7906  0.3518  0.6785
C  -4.4509  -0.8738  0.6719
C  -5.3688  -1.1714  1.6723
C  -5.6341  -0.2472  2.6710
C  -4.9885  0.9862  2.6728
C  -4.0723  1.2855  1.6800
C  -3.4343  2.2686  -1.3908
C  -2.8459  3.5290  -1.2803
C  -3.4824  4.6493  -1.8046
C  -4.7089  4.5128  -2.4419
C  -5.3137  3.2635  -2.5309
C  -4.6885  2.1484  -1.9947
C  -2.5311  -0.4902  -1.8115
C  -2.8999  -0.3625  -3.1478
C  -2.6863  -1.4081  -4.0408
C  -2.1032  -2.5877  -3.6057
C  -1.7381  -2.7289  -2.2701
C  -1.9520  -1.6885  -1.3804
H  -4.2698  -1.5968  -0.1129
H  -5.8854  -2.1217  1.6618
H  -6.3574  -0.4777  3.4418
H  -5.2178  1.7161  3.4383
H  -3.5930  2.2592  1.6662
H  -1.9087  3.6254  -0.7419
H  -3.0421  5.6319  -1.6863
H  -5.2105  5.3838  -2.8425
H  -6.2838  3.1646  -2.9991
H  -5.1885  1.1870  -2.0304
H  -3.3748  0.5437  -3.5022
H  -2.9910  -1.3045  -5.0740
H  -1.9473  -3.4030  -4.2994
H  -1.2978  -3.6556  -1.9254
H  -1.6736  -1.8064  -0.3370
O  1.4433  -0.9740  1.0915
S  2.4621  -1.5205  2.1134
C  3.3129  -2.8677  1.2643
C  3.9649  -2.4003  -0.0051
C  5.1140  -1.6150  0.0240
C  5.7441  -1.2521  -1.1575
C  5.2339  -1.6769  -2.3787
C  4.0903  -2.4627  -2.4145
C  3.4540  -2.8187  -1.2311
C  1.5053  -2.4681  3.3189
C  0.9570  -3.8017  2.8921
C  1.2544  -4.9175  3.6672
C  0.7530  -6.1670  3.3274
C  -0.0415  -6.3130  2.2018
C  -0.3310  -5.2054  1.4145
C  0.1638  -3.9562  1.7550
H  2.5905  -3.6630  1.0849
H  4.0431  -3.2126  2.0022
H  5.5423  -1.3217  0.9762
H  6.6573  -0.6717  -1.1259
H  5.7494  -1.4260  -3.2965
H  3.7197  -2.8385  -3.3600
H  2.5922  -3.4780  -1.2551
H  0.7361  -1.7554  3.6283
H  2.1953  -2.5850  4.1587
H  1.8747  -4.8138  4.5498
H  0.9848  -7.0241  3.9448
H  -0.4344  -7.2853  1.9376
H  -0.9548  -5.3215  0.5374
H  -0.0527  -3.0980  1.1309

# 3
A structure of composition C44H59N9O3Rb at a distorted geometry, computed with the ωB97M-V functional and the def2-TZVPD basis.

## Properties
E_tot	-2454.52713	hartree
Kohn-Sham gap	4.52	eV
total charge	-1
multiplicity	1

Cartesian coordinates (Å):
Rb  -0.0978  0.3637  -0.1372
C  -5.4443  5.0541  -0.3757
C  -5.5502  3.8889  0.6130
C  -4.2175  3.2568  0.8493
C  -3.2617  3.5889  1.7836
C  -3.4167  4.4653  2.9867
C  -2.9286  3.7449  4.2456
C  -2.1376  2.7244  1.5228
C  -0.7532  2.6052  1.8322
C  0.3458  3.4061  1.5500
C  0.6354  4.8207  1.5129
C  -0.1385  5.8755  2.2317
C  -1.0959  6.6084  1.2923
C  1.7439  4.9641  0.7206
C  2.0595  3.6294  0.2395
C  2.8276  3.3795  -0.9225
C  2.4221  2.5417  -1.9447
N  1.2526  1.8567  -1.9658
C  1.0846  1.3703  -3.1993
C  -0.0613  0.7416  -3.7149
C  -1.3876  0.7137  -3.2584
N  -1.8644  1.2343  -2.1172
C  -3.2123  1.2180  -2.1854
C  -4.0546  1.7823  -1.2307
C  -3.6244  2.2307  0.0197
N  -2.4440  1.8580  0.5402
C  -3.6457  0.6193  -3.4400
C  -2.5069  0.2565  -4.0937
C  -2.3849  -0.4136  -5.4261
C  -2.3262  0.6151  -6.5585
C  -5.0687  0.4027  -3.8505
C  -5.7267  1.6668  -4.4125
C  2.2498  1.7058  -4.0311
C  3.0696  2.4587  -3.2510
C  4.3739  3.0998  -3.6027
C  5.5575  2.2846  -3.0777
C  2.4072  1.4090  -5.4889
C  1.6665  2.4535  -6.3297
N  1.3082  2.7244  0.8463
C  2.4138  6.2203  0.2649
C  1.9609  6.6255  -1.1416
H  -6.4161  5.5259  -0.5273
H  -4.7472  5.8012  -0.0019
H  -5.0714  4.7004  -1.3350
H  -5.9664  4.2550  1.5563
H  -6.2438  3.1457  0.2108
H  -2.8545  5.3915  2.8639
H  -4.4705  4.7334  3.1069
H  -1.9041  3.4025  4.1111
H  -2.9650  4.4000  5.1168
H  -3.5480  2.8715  4.4406
H  -0.4618  1.5624  1.7009
H  0.5413  6.6013  2.6926
H  -0.7092  5.3974  3.0285
H  -1.7270  7.3024  1.8490
H  -0.5379  7.1730  0.5499
H  -1.7264  5.8907  0.7723
H  3.6620  4.0444  -1.1176
H  0.0716  0.3253  -4.7103
H  -5.0854  1.9681  -1.5075
H  -1.4794  -1.0287  -5.4480
H  -3.2410  -1.0771  -5.5901
H  -1.5455  1.3442  -6.3568
H  -2.1210  0.1353  -7.5153
H  -3.2714  1.1481  -6.6332
H  -5.1139  -0.3820  -4.6121
H  -5.6450  0.0613  -2.9860
H  -5.1514  2.0602  -5.2479
H  -6.7382  1.4470  -4.7563
H  -5.7798  2.4448  -3.6549
H  4.4626  3.2049  -4.6868
H  4.4167  4.1055  -3.1738
H  5.5434  1.2841  -3.5066
H  6.5065  2.7562  -3.3361
H  5.4949  2.1934  -1.9956
H  3.4688  1.4159  -5.7548
H  2.0128  0.4149  -5.7194
H  2.1104  3.4375  -6.1855
H  1.7059  2.2046  -7.3903
H  0.6241  2.5045  -6.0218
H  2.1938  7.0344  0.9628
H  3.4995  6.0778  0.2548
H  0.8821  6.7544  -1.1695
H  2.4426  7.5560  -1.4455
H  2.2080  5.8475  -1.8594
N  0.3388  -2.8371  -1.4307
C  1.1469  -4.0198  -1.2977
C  1.4194  -4.2649  0.1966
O  2.3868  -4.9024  0.5670
O  0.5531  -3.7642  1.0083
H  -0.1310  -2.7446  -2.3241
H  0.8661  -1.9933  -1.2138
H  2.1207  -3.9671  -1.8010
H  0.5944  -4.8915  -1.6625
O  -1.2211  -2.2782  0.8078
N  -0.8560  -3.2806  0.3157
C  0.6945  0.0657  6.1022
C  0.1515  -1.1241  5.3101
C  0.2720  -0.8753  3.8924
N  0.4064  -0.6574  2.7808
H  0.6083  -0.1221  7.1696
H  0.1423  0.9687  5.8569
H  1.7405  0.2312  5.8584
H  -0.8993  -1.3034  5.5497
H  0.7144  -2.0316  5.5461
C  4.9501  -3.1887  1.3758
N  4.5318  -1.8219  1.1657
C  5.4297  -0.7718  1.5792
C  3.5200  -1.5604  0.3832
N  2.6231  -1.3430  -0.3022
H  5.2389  -3.3163  2.4220
H  5.8038  -3.4456  0.7352
H  4.1230  -3.8645  1.1540
H  5.5684  -0.8129  2.6637
H  5.0049  0.1948  1.3158
H  6.4065  -0.8820  1.0943

# 4
A structure of composition C44H59O4P3RhSi at a distorted geometry, computed with the ωB97M-V functional and the def2-TZVPD basis.

## Properties
E_tot	-3436.94804	hartree
Kohn-Sham gap (alpha / beta)	5.74 / 5.75	eV
total charge	+1
multiplicity	1

Cartesian coordinates (Å):
Rh  0.1795  0.0617  0.0473
C  -4.4640  0.9484  0.5110
C  -3.6917  2.2385  0.7785
C  -4.3320  3.3910  0.0107
P  -1.8158  2.0086  0.5252
C  -1.2354  3.3038  -0.6741
C  0.2758  3.4313  -0.4741
C  -1.6007  2.9443  -2.1145
C  -1.3126  2.7818  2.1128
C  -1.7666  4.0596  2.4397
C  -1.5072  4.6048  3.6843
C  -0.8192  3.8572  4.6288
C  -0.3490  2.5987  4.2981
C  -0.5670  2.0467  3.0341
Si  0.1749  0.4113  2.4212
C  -1.2353  -0.8497  2.8387
C  -1.8350  -0.7494  4.0949
C  -3.0154  -1.4174  4.3905
C  -3.6477  -2.1654  3.4086
C  -3.0597  -2.2934  2.1592
C  -1.8475  -1.6655  1.8769
P  -0.9301  -2.0310  0.3416
C  -0.2214  -3.7136  0.7504
C  -1.2553  -4.7947  1.0481
C  0.7448  -3.5674  1.9218
C  -2.0369  -2.4012  -1.0962
C  -1.1224  -2.6653  -2.3011
C  -2.9816  -1.2380  -1.3775
C  1.9706  0.3690  3.0530
C  2.3291  0.7503  4.3459
C  3.6280  1.1208  4.6563
C  4.6001  1.1189  3.6686
C  4.2914  0.6397  2.4048
C  2.9893  0.2592  2.0929
P  2.5874  -0.7091  0.6045
C  3.5170  -2.3126  1.0212
C  3.4356  -2.6331  2.5201
C  4.9825  -2.3454  0.5928
C  3.3178  0.0356  -0.9244
C  4.7136  0.6502  -0.9234
C  3.1162  -0.9852  -2.0498
H  -5.4917  1.0582  0.8623
H  -4.0158  0.1058  1.0393
H  -4.4971  0.7320  -0.5568
H  -3.7583  2.4434  1.8474
H  -4.3132  3.2144  -1.0631
H  -3.8651  4.3530  0.2129
H  -5.3777  3.4641  0.3147
H  -1.7061  4.2519  -0.4059
H  0.7677  2.4499  -0.5472
H  0.5143  3.8607  0.4996
H  0.7164  4.0524  -1.2525
H  -1.3082  1.9206  -2.3451
H  -1.0780  3.6055  -2.8067
H  -2.6694  3.0423  -2.2990
H  -2.3249  4.6467  1.7232
H  -1.8566  5.6011  3.9208
H  -0.6443  4.2567  5.6190
H  0.1836  2.0418  5.0535
H  -1.3771  -0.1306  4.8581
H  -3.4497  -1.3374  5.3786
H  -4.5905  -2.6543  3.6156
H  -3.5547  -2.8781  1.3929
H  0.3416  -4.0022  -0.1427
H  -1.7966  -4.5766  1.9667
H  -0.7253  -5.7368  1.1932
H  -1.9692  -4.9427  0.2393
H  0.2015  -3.3713  2.8475
H  1.4175  -2.7355  1.7388
H  1.3323  -4.4764  2.0552
H  -2.6154  -3.2975  -0.8695
H  -0.5121  -1.7834  -2.5087
H  -1.7295  -2.8738  -3.1823
H  -0.4638  -3.5201  -2.1389
H  -2.4323  -0.2940  -1.3882
H  -3.7604  -1.1857  -0.6220
H  -3.4563  -1.3665  -2.3515
H  1.5958  0.7324  5.1388
H  3.8776  1.4210  5.6655
H  5.6038  1.4577  3.8883
H  5.0780  0.5653  1.6686
H  2.9801  -3.0854  0.4621
H  4.1452  -2.0207  3.0747
H  3.6996  -3.6794  2.6790
H  2.4509  -2.4598  2.9494
H  5.5562  -1.5554  1.0747
H  5.1184  -2.2832  -0.4836
H  5.4015  -3.2972  0.9240
H  2.6309  0.8666  -1.1182
H  5.5061  -0.0810  -0.7706
H  4.8049  1.4464  -0.1870
H  4.8630  1.1044  -1.9044
H  3.8474  -1.7922  -2.0016
H  3.2111  -0.4983  -3.0207
H  2.1148  -1.4226  -2.0004
O  1.6952  1.8426  -2.7028
C  0.8431  0.9913  -2.9519
O  0.1822  0.3077  -2.0800
C  0.4762  0.6972  -4.3847
C  1.4069  0.9915  -5.3726
C  1.1391  0.7580  -6.7205
C  -0.0986  0.2439  -7.0229
O  -0.6142  -0.0690  -8.2453
C  -1.9240  -0.5733  -8.0194
O  -2.1688  -0.5475  -6.6178
C  -1.0365  -0.0446  -6.0354
C  -0.7785  0.1642  -4.7058
H  2.3478  1.4248  -5.0636
H  1.8616  0.9723  -7.4952
H  -1.9908  -1.6011  -8.3883
H  -2.6557  0.0548  -8.5354
H  -1.5102  -0.0627  -3.9430